# 1
The following is a DFT calculation (wB97M-V/def2-TZVPD) of a cluster of 7 separate species, C7H25NO6 in total in a non-equilibrium geometry.

Calculated values
**Energy relative to the best compared isomer or geometry (same formula, charge and spin)**: 50.0 kcal/mol
**LUMO**: 0.083 eV
**Molar mass**: 219.3 g mol⁻¹
**Net charge**: 0
**Spin multiplicity**: 1
**SMILES**: C=CC(=C)CCCN.O.O.O.O.O.O

Atoms and positions in Å:
C (0.3688, 1.3159, 3.9732)
C (0.8360, 1.2100, 2.7389)
C (1.9224, 0.2770, 2.3677)
C (3.0179, 0.0286, 3.0864)
C (1.9328, -0.2611, 0.9351)
C (0.5150, -0.2490, 0.2177)
C (-0.2298, -1.5605, 0.2996)
N (-0.9803, -1.7246, 1.5494)
H (0.6801, 0.5754, 4.6884)
H (-0.3783, 2.0023, 4.3466)
H (0.7405, 1.9323, 1.9381)
H (3.9284, -0.3881, 2.6861)
H (3.0022, 0.3535, 4.1229)
H (2.1158, -1.3364, 0.9233)
H (2.6061, 0.2268, 0.2319)
H (0.7065, 0.0368, -0.8185)
H (-0.0497, 0.6149, 0.5670)
H (-0.9434, -1.6303, -0.5172)
H (0.4717, -2.3938, 0.1647)
H (-0.6730, -1.2758, 2.4000)
H (-1.0387, -2.7083, 1.7423)
O (1.1441, -4.1595, -3.4504)
H (1.6534, -3.3806, -3.1974)
H (1.0502, -4.0364, -4.3994)
O (-2.0097, 2.8787, -1.0482)
H (-2.2431, 3.1586, -0.1659)
H (-2.7067, 2.8818, -1.6972)
O (-1.7948, 0.1428, -1.6303)
H (-1.9597, 1.1060, -1.5893)
H (-2.1912, -0.0976, -0.7827)
O (-4.1410, 2.1064, 1.0689)
H (-4.6672, 1.6447, 1.7281)
H (-3.2331, 1.9726, 1.3544)
O (1.7364, 1.1287, -4.3654)
H (1.0355, 1.7758, -4.2993)
H (1.3829, 0.2448, -4.5183)
O (-0.2964, -0.6799, -3.8161)
H (-0.6211, -0.1777, -3.0532)
H (-0.6895, -1.5548, -3.7820)

Cartesian forces (eV/Å) of the 2 atoms listed first:
-0.62 -0.30 0.04
1.35 0.05 0.41

Results of the Mulliken charge analysis, in e, for atoms 1 through 8:
1 C -0.984
2 C -0.001
3 C 0.687
4 C -1.079
5 C -0.942
6 C 0.030
7 C -0.771
8 N -0.565

***

# 2
The following is a DFT calculation (wB97M-V/def2-TZVPD) of a structure of composition C19H20FN3O3 in a non-equilibrium geometry.

Calculated values
**Energy relative to the best compared isomer or geometry (same formula, charge and spin)**: 388.2 kcal/mol
**LUMO**: 0.520 eV
**Molar mass**: 357.4 g mol⁻¹
**Net charge**: 0
**Spin multiplicity**: 1

Atoms and positions in Å:
C (1.0777, 3.3497, -2.2321)
H (0.8060, 3.4879, -3.2261)
O (0.4954, 1.9370, -1.8566)
C (0.9159, 0.9151, -2.4418)
C (1.6816, 0.8791, -3.4605)
C (2.3332, -0.2378, -3.9380)
C (1.8804, -1.2963, -3.3723)
C (0.8251, -1.5487, -2.4911)
C (0.3929, -0.2948, -2.0445)
N (-0.5559, -0.1064, -0.8956)
C (-0.7759, -1.0948, -0.1578)
O (-0.7136, -2.2739, -0.2577)
C (-2.0231, -0.4148, 1.1163)
N (-1.4274, 0.8965, 1.4337)
C (-0.3965, 1.4805, 1.4529)
O (-0.1120, 2.8879, 1.4807)
N (0.7468, 0.8501, 1.6529)
C (1.0373, -0.4420, 2.0726)
C (1.9941, -1.5321, 1.4679)
C (2.2950, -2.5876, 1.9352)
C (1.3896, -3.1060, 2.9533)
C (0.7124, -2.1609, 3.5880)
C (0.4464, -1.0175, 3.1467)
H (-0.2078, -0.2120, 3.6683)
H (-0.0410, -2.8704, 4.3612)
F (1.6754, -4.3885, 3.5629)
H (2.7579, -3.2078, 1.5415)
H (2.6028, -1.1535, 0.5426)
H (1.7184, 1.3937, 1.3082)
C (-2.6744, 1.8267, 1.3527)
C (-3.4950, 0.9438, 0.1976)
H (-4.6984, 1.2665, 0.2434)
C (-3.2439, -0.4435, 0.6348)
H (-3.5621, -1.0286, -0.1927)
H (-3.9791, -0.6535, 1.4405)
H (-3.0123, 1.1392, -0.7850)
H (-2.5010, 2.6583, 0.9272)
H (-3.0237, 1.9995, 2.3380)
H (-1.6544, -1.1217, 1.9050)
H (-0.5894, 0.9119, -0.8768)
H (0.5528, -2.2812, -1.8235)
H (2.4278, -2.2960, -3.8163)
H (3.0982, -0.2858, -4.7775)
H (2.2382, 1.9109, -3.8907)
H (0.5419, 4.0439, -1.8028)
H (2.0436, 3.2780, -1.9849)

Cartesian forces (eV/Å) of the 2 atoms listed first:
-2.06 -5.81 -1.51
0.42 -0.10 -2.15

Results of the Mulliken charge analysis, in e, for atoms 1 through 8:
1 C -1.195
2 H 0.457
3 O -0.554
4 C 1.401
5 C 0.030
6 C -0.693
7 C -0.289
8 C -1.106

***

# 3
The following is a DFT calculation (wB97M-V/def2-TZVPD) of the molecule C4H4N2S in a non-equilibrium geometry.

Calculated values
**Energy relative to the best compared isomer or geometry (same formula, charge and spin)**: 50.8 kcal/mol
**LUMO (alpha / beta)**: 0.147 / -4.319 eV
**Molar mass**: 112.2 g mol⁻¹
**⟨S²⟩**: 2.01
**Net charge**: 0
**Spin multiplicity**: 3

Atoms and positions in Å:
C (1.1857, -1.4601, 1.1145)
C (0.4044, -0.5282, 0.1979)
C (-1.0299, -0.7006, 0.1180)
C (0.2446, 1.4698, -0.8150)
N (1.8573, -2.0272, 1.8353)
N (1.0694, 0.4952, -0.1848)
S (-1.5341, 0.7330, -0.9557)
H (-1.4569, -1.5786, -0.3757)
H (-1.5588, -0.4837, 1.0397)
H (0.3152, 2.2994, -0.1408)
H (0.5031, 1.7810, -1.8334)

Cartesian forces (eV/Å) of the 2 atoms listed first:
-3.02 3.03 -3.26
0.79 -7.42 4.26

Results of the Mulliken charge analysis, in e, for atoms 1 through 8:
1 C 0.147
2 C 0.117
3 C -0.318
4 C -0.359
5 N -0.452
6 N -0.568
7 S 0.060
8 H 0.359